Record 1
The following is a DFT calculation (ωB97M-V/def2-TZVPD) of a molecular structure, C25H25N10O12P2SZr in a non-equilibrium geometry.

**HOMO-LUMO gap**: 8.34 eV
**2S+1**: 1
**HOMO level**: -11.853 eV
**Net charge**: +1
**Energy relative to the best compared isomer or geometry (same formula, charge and spin)**: 0.698 eV
**Lowest unoccupied orbital energy**: -3.510 eV

Last column: Mulliken charge in e.
CARTESIAN COORDINATES (ANGSTROEM)
1 C 3.490 -0.572 -3.717  -0.763
2 O -2.100 -0.009 -0.004  -0.694
3 C 3.764 -0.357 2.877  0.233
4 H -0.825 -0.101 4.692  0.428
5 H -1.569 2.440 -0.262  0.488
6 N -2.725 -1.098 -2.672  0.000
7 H -4.655 -1.389 3.240  0.438
8 C -0.360 -3.005 1.623  0.973
9 C 0.598 1.436 -2.494  0.116
10 O 1.251 1.170 0.897  -0.805
11 N -0.464 -3.419 2.793  -0.791
12 C 4.792 -0.297 3.794  -0.903
13 H -3.851 -2.512 -3.735  0.380
14 C 4.476 2.113 3.818  -0.742
15 C 1.641 0.439 -2.563  -0.458
16 C 1.257 2.205 -4.692  0.095
17 C -1.304 3.368 -2.206  -1.294
18 C -1.680 -1.799 -2.230  0.117
19 P -3.341 -0.523 0.768  1.232
20 H 4.145 -0.627 -4.578  0.494
21 N -1.727 -3.138 -2.228  -0.364
22 O -0.625 -1.212 -1.845  -0.058
23 C -1.046 2.425 -1.211  -0.410
24 H -4.529 1.381 3.475  0.359
25 H -4.747 1.165 1.808  0.419
26 H -0.968 -3.606 -1.756  0.248
27 H -3.746 -0.570 4.537  0.534
28 H -2.592 -3.635 -2.350  0.214
29 C 3.104 0.772 2.435  -0.302
30 C -3.171 0.040 2.547  0.202
31 H -4.575 -2.006 -2.180  0.345
32 N -0.452 -1.988 4.811  -0.741
33 O 2.053 3.367 -6.512  -0.564
34 P -1.455 0.669 2.772  0.263
35 H 4.772 3.078 4.206  0.436
36 N 1.795 -0.406 -1.511  0.434
37 O 2.378 -2.576 3.116  -0.668
38 H 5.942 1.062 4.977  0.429
39 C 2.761 -1.304 -1.570  -0.355
40 H 5.299 -1.186 4.142  0.518
41 H -2.683 -0.113 -2.459  0.198
42 O -1.086 0.763 4.294  -0.568
43 N -0.375 -2.662 0.479  -0.623
44 H 4.409 -2.176 -2.633  0.492
45 O -4.653 -0.006 0.324  -0.899
46 N -4.061 1.276 2.574  -0.017
47 H -2.395 -2.473 0.695  0.440
48 O -0.610 -0.450 2.123  0.875
49 H 2.889 1.279 -5.633  0.552
50 C -0.416 -2.661 3.873  0.734
51 N -0.140 1.476 -1.359  0.937
52 C 0.391 2.332 -3.546  0.846
53 C -3.680 -0.998 3.534  -1.720
54 C -4.004 -1.678 -3.051  -1.120
55 C 3.440 2.030 2.896  -0.407
56 C 2.466 0.392 -3.681  1.108
57 C 5.140 0.968 4.256  -0.541
58 O 3.968 -2.414 1.231  -0.725
59 H 2.870 -1.970 -0.727  0.562
60 S 3.048 -1.787 2.133  1.179
61 H -0.805 4.023 -4.170  0.597
62 N 1.071 3.073 -5.877  0.966
63 C 2.057 0.379 1.480  1.772
64 H 2.906 2.906 2.553  0.586
65 H -2.057 4.126 -2.042  0.520
66 C 2.252 1.310 -4.759  -1.025
67 H -4.580 -0.925 -3.580  0.349
68 O -3.297 -2.095 0.760  -0.721
69 N 1.943 -0.918 1.228  0.090
70 C 3.637 -1.420 -2.658  -1.304
71 C -0.605 3.316 -3.380  -0.663
72 H -2.983 -1.833 3.587  0.246
73 H -3.457 2.091 2.383  0.357
74 Zr -0.060 -0.392 0.141  -0.053
75 O -0.062 3.435 -6.122  -0.580
76 O -1.485 2.001 2.121  -0.927


Record 2
The following is a DFT calculation (ωB97M-V/def2-TZVPD) of a molecular structure, C25H25N2OsP in a non-equilibrium geometry.

**HOMO-LUMO gap (alpha / beta)**: 6.26 / 4.43 eV
**2S+1**: 5
**HOMO level (alpha / beta)**: -5.677 / -6.838 eV
**Energy relative to the best compared isomer or geometry (same formula, charge and spin)**: 2.345 eV
**Lowest unoccupied orbital energy (alpha / beta)**: 0.583 / -2.406 eV

Last column: Mulliken charge in e.
CARTESIAN COORDINATES (ANGSTROEM)
1 H -3.663 -0.576 -0.798  0.400
2 H -1.848 -2.983 -1.098  0.389
3 C 1.489 -0.303 2.018  -0.155
4 H 2.201 -1.600 5.122  0.357
5 C -1.166 -2.504 -1.795  0.039
6 H -1.343 -1.926 2.797  0.321
7 C -3.503 -1.290 0.009  -0.043
8 H 2.733 4.031 1.946  0.355
9 C 0.402 -1.939 3.990  -0.572
10 H 1.277 -0.157 -1.966  0.668
11 C 0.226 -0.865 1.783  0.485
12 H 0.701 5.265 -1.683  0.473
13 C -2.229 -1.396 0.599  0.213
14 C -0.318 -1.579 2.864  -0.322
15 H 1.701 2.760 2.616  0.189
16 C -1.150 -2.963 -3.111  -0.926
17 C -2.030 -2.719 1.140  -1.270
18 C 1.645 -1.361 4.210  -0.524
19 H -5.513 -2.047 -0.065  0.399
20 H 3.496 1.970 -2.420  0.371
21 H -2.875 -3.958 2.712  0.438
22 H -0.680 3.245 -2.856  0.412
23 C 0.538 -1.336 -3.624  -0.874
24 H -0.126 3.491 1.345  0.445
25 N 2.523 2.260 0.727  -0.427
26 H 1.911 0.360 1.268  0.183
27 P -0.664 -0.468 0.198  0.792
28 C -0.281 -2.399 -4.030  -0.517
29 H 1.087 1.294 -3.453  0.576
30 H -0.237 -2.794 -5.049  0.367
31 H 1.180 -0.848 -4.362  0.424
32 C 1.310 2.195 -2.891  -0.100
33 C -0.362 -1.426 -1.361  0.352
34 H 3.462 1.865 0.822  0.129
35 C -4.536 -2.160 0.403  -0.642
36 C 2.164 -0.509 3.231  -0.592
37 Os 1.089 2.535 -0.767  0.799
38 C 2.461 3.867 -1.799  -0.117
39 H -1.857 -3.733 -3.394  0.425
40 H -5.209 -3.661 1.831  0.409
41 C -3.070 -3.311 1.867  -0.570
42 C 1.106 4.294 -1.959  -0.560
43 C 0.551 -0.905 -2.294  -0.418
44 C 0.378 3.242 -2.607  -0.829
45 C -4.369 -3.101 1.418  -0.497
46 H -1.024 -3.155 1.110  0.800
47 C 2.581 2.558 -2.354  -0.739
48 H 3.282 4.468 -1.407  0.433
49 H 3.078 0.040 3.448  0.388
50 C 0.817 3.767 0.863  -0.943
51 H 0.959 4.831 0.648  0.389
52 N -0.300 1.091 -0.160  -0.515
53 C 2.020 3.223 1.652  -0.675
54 H -0.017 -2.681 4.664  0.410


Record 3
The following is a DFT calculation (ωB97M-V/def2-TZVPD) of a molecular structure, C25H25N2PV in a non-equilibrium geometry.

**HOMO-LUMO gap (alpha / beta)**: 2.79 / 5.48 eV
**2S+1**: 4
**HOMO level (alpha / beta)**: 2.219 / -0.512 eV
**Net charge**: -2
**Lowest unoccupied orbital energy (alpha / beta)**: 5.008 / 4.973 eV

Last column: Mulliken charge in e.
CARTESIAN COORDINATES (ANGSTROEM)
1 H -0.084 -3.871 4.794  0.309
2 C -3.922 2.088 1.683  -0.405
3 V -0.167 -0.315 -2.549  0.325
4 H -4.132 2.370 -0.447  0.353
5 H -2.199 -3.111 3.692  0.316
6 H -1.967 1.152 -0.990  0.163
7 C -3.098 1.663 2.740  -0.592
8 H 1.276 1.077 3.287  0.251
9 H 1.294 -2.295 -4.227  0.331
10 H -1.146 0.922 3.281  0.244
11 H -2.516 -1.518 -2.690  0.000
12 H -2.132 -1.433 1.855  0.418
13 C 1.579 0.952 1.142  0.258
14 C 1.250 -1.922 2.311  -0.594
15 H 1.629 -1.926 -2.398  0.114
16 H 0.971 -0.307 -5.365  0.492
17 C -1.205 -1.846 2.289  -0.614
18 N -1.513 -1.400 -2.818  -0.295
19 C 1.976 1.242 2.467  -0.153
20 C 0.507 0.341 -4.628  -0.143
21 C 0.886 -1.968 -3.209  -0.742
22 C 1.182 1.110 -3.618  -0.556
23 N 0.230 -0.202 -0.848  -0.147
24 H 4.434 1.869 -0.500  0.402
25 C -1.224 -2.737 3.360  -0.527
26 C -1.811 1.197 2.460  -0.110
27 C 3.757 1.680 0.326  -0.556
28 H 2.217 -1.611 1.919  0.424
29 H 2.110 -3.311 3.735  0.314
30 H -0.910 -3.288 -3.687  0.261
31 P 0.068 0.061 0.725  0.363
32 C -3.490 1.978 0.352  -0.631
33 C 4.177 1.940 1.646  -0.561
34 H 3.563 2.025 3.723  0.315
35 C -0.040 -3.238 3.904  -0.658
36 C 0.033 -1.354 1.840  0.091
37 C 1.185 -2.846 3.374  -0.468
38 H -4.942 2.440 1.915  0.294
39 C -1.094 1.629 -3.490  -0.056
40 C 2.466 1.193 0.077  -0.439
41 C -1.418 0.977 1.121  0.045
42 C -2.248 1.379 0.058  -0.070
43 C -0.908 0.607 -4.515  -0.579
44 H -3.446 1.725 3.786  0.340
45 H -1.714 0.042 -5.055  0.248
46 H -2.027 2.181 -3.291  0.493
47 C 0.196 1.899 -2.910  -0.828
48 H 2.271 1.124 -3.434  0.375
49 C -0.449 -2.630 -2.867  -0.283
50 H 2.180 0.971 -0.956  0.128
51 H 5.227 2.160 1.873  0.305
52 H -0.526 -3.189 -1.860  0.142
53 C 3.272 1.734 2.699  -0.463
54 H 0.392 2.590 -2.082  0.356


Record 4
The following is a DFT calculation (ωB97M-V/def2-TZVPD) of a molecular structure, C25H25N3O5S3Ta in a non-equilibrium geometry.

**HOMO-LUMO gap**: 7.38 eV
**2S+1**: 1
**HOMO level**: -11.156 eV
**Net charge**: +1
**Energy relative to the best compared isomer or geometry (same formula, charge and spin)**: 0.765 eV
**Lowest unoccupied orbital energy**: -3.771 eV

Last column: Mulliken charge in e.
CARTESIAN COORDINATES (ANGSTROEM)
1 C -5.829 2.651 0.700  -0.749
2 C -0.634 -2.075 4.278  -0.914
3 C -1.352 5.237 3.785  -0.558
4 H -3.434 0.645 -1.536  -0.053
5 H -5.215 1.987 -2.551  0.420
6 C -5.970 2.697 -0.676  -0.493
7 H 1.478 0.647 2.709  0.366
8 O 2.252 -2.700 -0.633  -0.567
9 N -0.134 2.046 1.397  0.351
10 H -1.079 -2.070 -3.816  0.446
11 O -1.087 1.308 -1.076  -0.305
12 C -0.979 -2.000 -2.727  -1.260
13 H 0.304 0.506 -3.950  0.413
14 C -4.818 1.896 1.274  -0.627
15 H -2.957 -1.143 -2.478  0.273
16 H 0.492 6.127 3.145  0.418
17 H -6.508 3.202 1.335  0.392
18 H 0.034 -2.849 6.711  0.353
19 H -2.485 2.144 2.923  0.449
20 H 0.508 -1.205 7.150  0.339
21 H -1.255 -2.873 4.660  0.366
22 C 0.392 -1.540 5.045  1.170
23 H -6.758 3.286 -1.124  0.397
24 C 1.159 -0.538 4.457  -0.875
25 C 0.673 -2.013 6.436  -1.482
26 C -1.856 3.017 2.956  -0.232
27 N -0.187 -0.820 -2.347  0.418
28 H 1.577 -1.840 -3.001  0.448
29 C 1.407 -1.898 -0.870  0.512
30 C -5.102 1.968 -1.475  -0.786
31 C -0.445 0.346 -3.169  -0.655
32 H -1.638 6.083 4.392  0.408
33 O -0.226 2.704 -2.623  -0.566
34 O -2.083 -1.742 -0.686  -0.560
35 H -1.650 -2.023 2.397  0.479
36 H -0.449 -2.890 -2.391  0.509
37 S -2.726 0.185 1.356  -0.837
38 H 1.831 -0.285 -2.203  0.491
39 C 1.049 2.384 0.942  0.535
40 H -3.103 4.108 4.292  0.431
41 C -3.926 1.184 0.476  0.860
42 C -0.864 -1.596 3.004  -0.278
43 H -4.727 1.856 2.351  0.510
44 C 0.174 4.161 2.319  1.030
45 H -2.867 -2.893 -2.234  0.540
46 C -0.163 5.269 3.089  -0.578
47 C -0.544 1.603 -2.320  0.234
48 C -2.337 -1.951 -2.074  -0.479
49 O 0.502 -1.496 0.079  -0.626
50 C 1.213 -1.184 -2.203  -0.893
51 H -2.895 -1.811 -0.170  0.389
52 C -2.185 4.116 3.723  -0.992
53 H -1.416 0.234 -3.662  0.433
54 S 1.824 1.159 0.011  -0.518
55 C -0.669 3.045 2.231  -0.736
56 H 1.991 -0.092 4.984  0.455
57 H 1.713 -2.325 6.530  0.369
58 N -0.140 -0.614 2.452  -0.041
59 S 1.626 3.927 1.389  -0.228
60 C 0.872 -0.109 3.180  -0.201
61 Ta -0.518 0.124 0.278  2.609
62 C -4.093 1.211 -0.905  0.271